*a*
Molecular formula: C99H209N11O11
Method: DFT, ωB97M-V/def2-TZVPD

Geometry as ORCA input:
```
! wB97M-V def2-TZVPD RIJCOSX def2/J DEFGRID3
* xyz 0 1
O 5.873 -2.555 -5.992
O 1.645 -3.399 4.312
O -5.226 -6.381 -0.112
O 0.092 -5.768 -2.113
O -0.761 -1.904 1.663
O -4.916 1.884 8.433
O -2.718 2.785 -6.798
O 2.927 1.998 -5.234
O -0.517 7.411 3.963
O -1.735 4.723 -4.620
O 5.887 2.297 4.671
N -0.030 6.941 2.710
N 5.621 1.428 3.580
N -2.133 5.679 -3.856
N -3.037 1.509 -6.445
N 4.703 -2.560 -5.253
N -3.655 1.701 8.833
N -0.486 -0.790 0.992
N -5.136 -5.648 1.134
N 0.830 -4.233 5.052
N 3.594 2.860 -4.262
N -0.346 -7.023 -1.696
C -3.145 5.261 -2.845
C 1.454 5.378 1.561
C 5.083 5.256 -3.403
C 0.096 0.272 -1.261
C -1.226 0.753 2.778
C -1.490 1.180 -4.570
C -7.470 -4.840 0.998
C -2.131 7.025 -4.509
C -4.475 4.850 -3.437
C 0.123 -3.484 6.121
C -1.401 8.468 1.408
C -0.639 7.257 -4.942
C -2.597 4.017 -2.128
C 1.931 -8.009 -1.720
C -1.196 1.579 0.507
C -5.366 1.833 -7.078
C -2.506 -7.014 -3.042
C 4.833 -4.980 -4.524
C -1.127 -1.903 -1.262
C -0.769 -9.842 -1.230
C 5.587 1.577 -4.172
C 5.485 3.312 -6.034
C 1.744 6.344 0.420
C 0.326 4.699 3.670
C -5.987 -4.438 1.109
C -3.796 1.081 -8.807
C 5.850 3.924 -3.584
C 6.107 0.944 1.202
C 0.054 7.956 1.600
C -0.549 0.667 -6.824
C -2.923 -0.186 1.080
C -3.214 -7.035 1.904
C 4.138 -0.143 2.407
C -2.950 0.682 6.563
C -4.334 -0.554 -6.983
C 3.507 -2.372 -6.158
C 0.537 7.275 0.292
C -2.491 8.231 -3.506
C 0.679 -7.718 -0.882
C 4.142 0.160 4.818
C 2.132 -2.355 -5.295
C 1.007 5.891 2.861
C -1.862 0.664 -5.984
C -3.107 -1.395 -6.883
C -1.933 1.683 10.721
C 3.289 -3.535 -7.036
C -1.493 0.294 1.338
C -1.841 -8.958 -1.909
C -4.289 1.315 11.098
C 1.190 -6.786 0.238
C -0.536 -8.192 -3.995
C 4.234 0.883 3.522
C -1.010 -4.382 6.676
C -1.224 -7.773 -2.676
C 3.577 -0.982 -6.903
C -3.117 7.066 -5.737
C 1.211 -1.785 -0.458
C -0.161 -1.026 -0.444
C 3.593 4.974 -3.149
C 2.815 4.086 -4.144
C -0.499 -2.215 5.535
C -2.258 -0.789 -5.804
C -4.131 0.976 -7.269
C 7.875 1.907 2.585
C -2.732 -4.936 0.562
C -3.676 -4.850 2.978
C 5.927 3.353 1.919
C -5.648 -3.385 0.023
C 3.214 -3.374 -3.371
C 4.637 0.446 1.042
C -2.660 1.672 7.743
C 2.020 -3.401 -4.240
C -5.923 -3.834 2.543
C -3.627 7.840 -2.456
C 2.610 4.962 -5.453
C 1.303 -5.639 5.149
C -1.060 1.281 -0.982
C -3.350 6.450 -1.842
C 6.343 1.938 2.352
C -1.364 1.070 8.351
C -0.901 1.758 9.660
C 0.069 -6.453 5.673
C 2.523 -5.812 6.080
C 5.058 2.978 -4.524
C 1.067 9.078 2.027
C 5.590 -3.130 -3.037
C 1.471 3.698 -3.452
C 2.267 6.455 3.657
C 0.028 -8.991 -0.215
C -3.414 3.647 10.370
C 3.101 1.898 3.427
C -0.632 -5.838 6.958
C 1.698 -6.245 3.720
C -2.369 2.978 7.158
C -3.721 -5.559 1.588
C 4.596 -3.517 -4.084
C 1.108 -3.125 7.303
C -3.299 2.139 10.192
C -4.580 -3.602 3.118
H -3.226 3.691 -1.299
H 2.243 5.959 -5.209
H -3.625 0.647 1.040
H -4.292 3.941 9.796
H 5.408 0.899 -5.006
H 0.819 -2.151 7.697
H 1.007 0.739 -0.885
H 0.217 -1.472 5.184
H 8.078 2.518 3.465
H -4.529 3.917 -3.997
H -2.257 -9.597 -2.688
H -2.018 0.967 -1.397
H 4.586 -0.309 0.257
H -2.532 4.043 9.866
H -1.108 -1.798 6.337
H -1.010 -0.083 3.442
H 1.093 -3.784 8.171
H -6.019 -2.404 0.321
H 2.850 -4.470 -6.689
H 2.804 2.149 2.409
H -0.282 6.824 -0.268
H -5.627 -7.209 0.160
H 3.500 4.516 -2.164
H -1.299 2.253 -4.555
H -0.032 -10.314 -1.879
H 1.128 -3.204 -3.645
H -0.035 -1.923 2.290
H 0.884 9.443 3.038
H -0.047 -9.152 -3.830
H 3.609 5.109 -5.863
H -0.766 2.144 -1.580
H -5.010 5.676 -3.906
H 4.669 -1.049 2.696
H 4.312 0.708 5.745
H 0.365 -7.450 5.999
H 4.839 -5.701 -3.706
H 2.220 1.503 3.932
H 3.184 -0.359 4.787
H -5.325 2.372 -6.132
H -2.107 0.692 5.872
H 4.513 -0.851 -7.447
H 2.002 -4.394 -4.689
H 5.477 3.094 4.328
H 5.576 4.348 -6.360
H 2.064 6.843 4.654
H 5.124 1.180 -3.268
H -2.077 2.214 0.602
H -4.610 -3.185 4.125
H 0.840 8.104 -0.348
H 5.161 -3.523 -2.116
H -0.732 -6.606 4.950
H 2.542 -5.716 3.278
H -3.694 2.101 -9.177
H 0.897 -9.556 0.123
H -1.556 -6.415 6.998
H 1.283 -2.536 -5.955
H 1.462 -1.982 -1.500
H -3.869 6.278 -5.778
H -2.536 7.026 -6.659
H -3.256 -7.667 -3.488
H 2.220 -5.756 7.125
H -3.828 -7.567 2.631
H 3.282 2.871 3.882
H 6.012 -1.606 -5.970
H -0.816 4.639 -4.356
H 6.533 1.507 0.372
H 2.145 -3.049 6.976
H 1.881 -5.988 -0.031
H -2.816 9.112 -4.059
H -1.299 -10.658 -0.739
H 2.126 8.824 2.064
H 4.887 3.614 2.111
H -2.342 -3.950 0.814
H 6.702 0.044 1.357
H 1.882 4.583 -6.170
H 3.046 -6.762 5.962
H -2.280 -6.182 -3.710
H -7.795 -5.455 1.838
H 1.631 3.382 -2.422
H -2.643 3.124 -2.752
H 1.176 -3.494 3.480
H -4.163 -2.866 2.431
H 4.936 -0.574 4.949
H 2.754 -0.797 -7.594
H -1.308 -3.929 7.622
H -2.144 0.977 -3.722
H -1.557 4.146 -1.829
H 0.911 -6.142 2.973
H 2.796 7.230 3.101
H -1.968 3.690 7.879
H -2.862 0.571 -9.044
H 1.989 -1.444 -4.713
H -3.697 -5.540 3.821
H -0.733 -2.131 -2.253
H 3.969 -5.350 -5.075
H -7.741 -5.293 0.044
H -1.288 9.165 0.577
H 6.449 2.863 -6.272
H 6.109 3.409 0.846
H 1.088 -2.765 0.004
H -3.919 0.877 6.105
H -5.293 1.723 10.976
H 2.666 6.770 0.814
H -1.941 -4.363 6.110
H 6.490 4.062 2.526
H -1.464 0.005 8.560
H 0.016 1.277 9.998
H 8.239 0.887 2.707
H 0.406 -6.152 0.653
H -5.324 1.015 8.454
H 5.720 -5.164 -5.131
H -4.936 -0.896 -7.826
H 0.272 0.203 -6.278
H -3.326 3.368 6.810
H -6.266 1.238 -6.928
H 1.744 -8.699 -2.543
H 2.345 4.770 1.716
H -0.358 1.389 2.953
H -4.244 0.343 10.606
H -1.260 -2.376 4.771
H 4.203 -3.886 -7.515
H 6.541 -3.654 -3.135
H -2.870 3.352 -6.038
H -2.119 7.686 1.159
H -0.212 6.511 -5.613
H -6.601 -4.372 3.205
H -2.043 1.366 3.160
H 3.207 -2.420 -2.844
H 4.025 1.259 0.651
H -4.854 -0.623 -6.028
H 6.670 1.633 -4.064
H -1.818 8.843 2.342
H -0.589 4.376 3.174
H 3.134 -4.202 -2.667
H -1.305 -2.865 -0.782
H 2.990 1.152 -4.784
H -0.597 1.194 7.586
H 0.608 4.831 1.144
H 2.904 5.596 3.868
H 8.365 2.512 1.822
H 2.062 -1.379 0.090
H -1.569 2.402 11.455
H -3.317 -2.449 -6.699
H 3.197 -4.995 5.821
H 1.040 9.966 1.397
H 3.060 5.920 -3.065
H -0.576 8.192 -5.499
H -0.549 0.727 -4.260
H -0.775 -5.362 -2.035
H -0.577 2.784 9.483
H 3.672 -0.197 -6.152
H 0.992 3.839 3.738
H 1.872 -7.320 3.691
H -0.256 2.025 0.834
H 5.800 -2.095 -2.765
H -1.694 8.501 -2.813
H 2.629 -3.237 -7.851
H -2.950 -0.851 0.217
H 0.031 5.032 4.666
H 5.425 5.739 -2.488
H -3.730 8.541 -1.628
H -0.727 -8.653 0.495
H 0.841 4.587 -3.467
H -2.638 -8.591 -1.262
H -1.787 2.900 6.239
H -3.024 -0.400 6.670
H -3.202 -4.841 -0.417
H 5.281 5.900 -4.259
H -0.566 0.167 -7.793
H -5.587 2.522 -7.893
H -3.800 7.914 -5.799
H -2.167 -7.084 2.204
H 4.882 2.771 -6.764
H 0.003 7.394 -4.072
H 0.263 -7.502 -4.263
H -4.593 0.653 -9.415
H -1.203 -8.294 -4.851
H 2.440 -7.191 -2.230
H -3.349 -7.746 1.088
H 3.147 -0.493 2.117
H 0.877 2.924 -3.937
H 6.725 4.327 -4.092
H -4.178 6.188 -1.183
H -6.231 -2.790 2.483
H 2.702 -8.442 -1.084
H -5.181 4.838 -2.606
H -1.357 -1.391 -5.684
H -8.050 -3.923 0.897
H 2.060 5.705 -0.404
H -2.824 -6.411 -2.191
H -4.016 1.264 12.151
H -2.828 -0.804 -4.875
H -0.153 1.665 -7.011
H -2.119 -1.478 -1.419
H 1.648 -7.402 1.012
H -2.559 -1.588 -7.805
H -2.711 -4.344 3.004
H -2.452 6.486 -1.224
H 0.283 0.086 -2.319
H -0.054 -6.141 7.830
H 6.116 3.490 -2.620
H -4.564 -3.292 -0.028
H -1.805 -5.509 0.534
H -1.337 6.926 4.079
H -4.620 7.835 -2.906
H -6.118 -3.735 -0.896
H -3.219 -0.855 1.888
H -3.384 3.846 11.442
H -1.890 0.735 11.256
*
```

For the HOMO-LUMO gap, the calculation gives 0.3005 hartree. The SMILES is CC1(C)CCCC(C)(C)N1O.CC1(C)CCCC(C)(C)N1O.CC1(C)CCCC(C)(C)N1O.CC1(C)CCCC(C)(C)N1O.CC1(C)CCCC(C)(C)N1O.CC1(C)CCCC(C)(C)N1O.CC1(C)CCCC(C)(C)N1O.CC1(C)CCCC(C)(C)N1O.CC1(C)CCCC(C)(C)N1O.CC1(C)CCCC(C)(C)N1O.CC1(C)CCCC(C)(C)N1O. Its highest occupied orbital energy is -7.8 eV. Its LUMO energy is 0.4 eV.

=====

*b*
Molecular formula: C99H209N11O11
Method: DFT, ωB97M-V/def2-TZVPD

Geometry as ORCA input:
```
! wB97M-V def2-TZVPD RIJCOSX def2/J DEFGRID3
* xyz 0 1
O 0.843 -6.925 -3.522
O 2.692 6.185 6.972
O -4.447 8.684 7.878
O 1.452 5.994 0.162
O -1.571 -6.420 4.633
O -5.651 -2.363 -1.861
O 3.353 0.188 -5.281
O 7.002 0.361 -4.149
O 5.646 -5.379 -3.674
O -4.839 -0.595 7.822
O 2.135 -0.535 0.650
N 5.623 -6.007 -4.886
N -4.335 7.732 6.901
N 0.570 7.121 0.047
N -0.213 -6.279 -4.234
N -1.520 -6.707 3.306
N 2.809 4.881 6.778
N -3.749 -0.398 6.978
N 3.060 0.581 -6.617
N -6.308 -1.214 -2.223
N 5.896 1.034 -3.436
N 0.884 -0.027 0.365
C 0.885 3.898 8.148
C 5.754 -7.469 -4.777
C -4.436 -0.322 -3.622
C -2.779 -1.502 7.082
C 5.857 -8.202 -6.216
C -5.584 7.254 6.190
C -1.632 9.138 0.018
C 1.770 0.580 -9.232
C -2.758 8.819 5.270
C 4.792 3.067 -2.950
C 3.488 -0.370 -7.600
C 0.046 -1.135 -0.178
C 4.963 -1.059 -2.289
C -2.831 1.805 7.931
C -1.040 0.129 5.978
C -2.832 6.295 5.539
C -2.736 -6.023 -5.693
C -6.690 6.975 7.312
C 1.738 8.440 1.885
C -5.295 5.961 5.371
C -0.222 6.412 -2.247
C -6.085 8.400 5.216
C -1.513 -6.036 -3.519
C -6.420 -1.553 -4.778
C -8.169 0.596 -3.387
C 3.179 0.107 -9.094
C -1.927 0.455 0.460
C -0.526 -8.090 1.459
C 6.579 -6.070 -7.206
C -6.704 0.622 -3.718
C -7.364 -0.874 0.065
C -7.581 -1.058 -1.454
C -2.962 7.650 6.224
C 4.375 -7.981 -4.331
C -3.994 5.883 4.614
C 0.916 -6.804 2.987
C -8.433 -2.195 -1.873
C -0.338 -8.095 -5.995
C 3.303 5.312 4.365
C 3.107 4.419 9.272
C -1.809 7.674 7.144
C 6.534 -5.283 -5.827
C 7.947 -4.940 -5.152
C -1.697 -1.192 5.967
C -1.265 -5.152 -2.256
C -2.902 -7.321 1.368
C -2.547 -5.307 -4.374
C -2.156 -7.240 -3.040
C -5.935 -0.654 -3.617
C -4.447 1.825 6.098
C 1.060 -6.166 -6.422
C -2.194 -1.710 8.441
C -3.336 1.046 6.775
C -3.688 -8.069 3.618
C -0.857 1.643 0.627
C 4.500 1.122 -1.511
C 6.853 -7.582 -7.163
C -2.915 -6.988 2.822
C 0.539 0.969 2.607
C -0.211 -6.599 -5.667
C 0.399 8.036 1.228
C 5.651 0.372 -2.157
C 5.716 -3.941 -6.184
C 2.953 -1.892 -7.574
C 5.089 -0.539 -7.459
C 2.955 3.092 5.034
C 7.269 3.142 -3.004
C -0.336 9.340 0.827
C 1.721 1.763 -8.290
C 0.484 0.667 -6.341
C 0.915 4.783 5.043
C -0.352 -7.578 2.890
C -1.958 -8.497 1.040
C -1.609 5.886 -0.217
C -0.188 -2.116 0.915
C 1.829 1.447 -6.750
C 6.788 0.558 -1.156
C 2.908 2.518 7.449
C 5.917 2.838 -5.048
C -1.330 -0.535 -0.577
C -1.433 8.274 -1.114
C -3.527 -2.838 6.476
C -0.324 -8.894 3.694
C -2.214 1.098 5.681
C -3.648 -5.643 2.926
C 0.781 -1.869 -1.336
C 0.529 1.235 1.071
C -1.443 -5.858 -6.430
C -8.207 0.281 -1.916
C 2.471 1.978 6.054
C 1.524 2.399 0.717
C 2.446 4.529 5.362
C 6.821 -7.944 -3.801
C 2.426 4.013 7.920
C -0.386 7.325 2.375
C 5.981 2.485 -3.556
C 1.912 2.817 -5.950
C -0.624 6.915 -0.860
C 4.521 2.605 -1.485
H 8.571 -4.280 -5.754
H 4.997 -4.692 -3.842
H -0.466 1.070 -6.692
H -9.246 0.234 -1.590
H 5.356 3.068 -0.958
H -8.770 -0.115 -3.953
H 3.595 6.392 7.223
H -0.322 -7.264 0.777
H 1.486 -2.629 -0.998
H 2.028 -6.576 -6.134
H -0.881 -1.913 6.010
H -7.051 8.164 4.768
H -1.223 0.144 -1.423
H -1.349 -9.242 3.828
H -4.287 -3.163 7.187
H 0.401 0.362 -5.298
H 2.902 3.067 -5.568
H 3.993 2.492 7.545
H -2.088 -1.266 4.952
H -2.190 -8.104 -3.704
H -2.835 -3.665 6.319
H -6.330 -0.659 0.336
H 0.682 -0.345 -6.695
H 2.675 0.179 0.302
H -2.381 6.088 0.524
H -4.697 9.442 7.345
H 4.178 0.687 -0.564
H 0.145 1.793 3.202
H 6.604 0.176 -5.004
H -4.715 -5.816 2.783
H -1.906 -8.727 -0.024
H 5.343 -1.139 -8.334
H -0.719 -1.629 1.734
H 3.646 3.152 -1.136
H -1.010 2.258 -0.260
H -3.901 4.864 4.237
H -3.623 -5.570 -6.136
H 3.729 -2.540 -7.983
H 7.542 4.053 -3.535
H -0.604 9.801 1.777
H 0.180 -8.868 1.169
H 1.422 0.555 3.092
H -1.903 6.249 4.970
H -1.116 -4.822 -6.517
H -0.982 8.802 -1.954
H 4.200 -7.520 -3.359
H 0.200 -2.164 -2.209
H -0.020 -8.629 4.706
H 1.737 -7.332 2.501
H 3.710 -0.595 -9.737
H 4.017 0.804 -4.963
H 2.559 1.763 8.154
H 1.446 -6.184 -3.431
H 0.548 6.963 -2.789
H -2.479 -6.614 0.655
H -2.233 8.608 0.756
H 0.731 -5.824 2.546
H 3.866 2.808 -3.464
H 5.367 -1.162 -6.609
H -6.354 9.264 5.824
H 7.902 -7.678 -6.879
H -7.523 6.375 6.946
H 0.423 3.208 7.441
H 6.917 -9.030 -3.787
H 0.506 4.901 7.953
H -0.286 7.932 3.275
H -2.062 -4.365 -4.631
H 1.254 -6.658 4.013
H -4.737 -8.163 3.336
H -4.901 1.091 5.432
H 3.007 6.358 4.291
H -3.928 -7.625 1.159
H 1.108 -0.241 -8.953
H 4.965 -8.239 -6.842
H 4.023 -0.979 -2.836
H -3.960 -2.611 5.502
H 0.675 3.448 9.119
H -1.115 6.259 -2.853
H 1.422 2.724 -0.318
H -1.330 -8.483 -5.765
H 5.544 -1.897 -2.673
H -5.787 -2.416 -4.571
H -4.121 2.754 5.632
H 2.606 5.379 9.395
H -1.643 -7.485 -2.110
H -0.242 0.249 2.851
H 2.783 2.829 3.990
H 4.678 -4.079 -6.485
H -6.898 7.825 7.963
H -0.161 -8.330 -7.044
H -1.973 1.395 8.465
H 7.771 -7.413 -3.861
H 4.813 -1.488 -1.298
H -8.682 1.497 -3.722
H -5.615 -0.730 7.275
H 2.311 9.134 1.270
H 6.865 1.503 -0.620
H -4.194 0.111 -4.593
H 6.917 -0.157 -0.344
H 0.368 5.518 -2.045
H 3.020 1.042 5.950
H -1.452 7.231 2.171
H 6.153 -9.243 -6.088
H -3.637 -7.848 4.685
H -2.717 5.532 6.309
H -5.406 8.641 4.399
H 0.775 2.168 -8.648
H 0.109 6.367 2.536
H -7.882 -0.012 0.485
H 7.705 0.438 -1.733
H 5.688 -5.898 -7.810
H 1.484 0.891 -10.236
H -6.703 0.887 -4.775
H 2.748 -2.325 -6.595
H -3.470 -9.115 3.404
H -4.089 0.324 -2.816
H -9.374 -2.172 -1.324
H -0.600 -4.331 -2.523
H -8.034 -3.144 -1.516
H 3.241 5.011 3.319
H 4.998 2.462 -5.498
H 6.555 -7.587 -2.806
H -5.966 -1.195 -5.702
H -2.720 2.871 7.736
H 2.579 2.131 0.769
H 3.566 0.900 -2.026
H 0.435 -8.808 -5.705
H 4.961 4.140 -3.045
H -0.979 5.064 0.124
H 0.900 -6.085 -7.497
H -7.616 1.088 -1.482
H 6.807 -7.870 -8.213
H 0.236 10.141 0.358
H -3.066 -7.056 -5.580
H -1.678 8.645 7.622
H -7.620 -1.738 0.679
H -2.130 -9.394 1.635
H 4.338 5.417 4.692
H -2.000 10.059 -0.435
H 2.291 7.558 2.206
H 1.518 3.202 1.454
H 6.219 -3.446 -7.015
H 6.695 2.350 -5.635
H -2.514 0.983 4.639
H -2.007 -4.597 -1.681
H -3.822 -1.200 -3.423
H -3.231 8.694 4.296
H -0.727 -3.057 0.801
H 2.263 6.268 -0.273
H 7.179 3.397 -1.948
H 0.623 5.465 5.842
H -6.114 5.885 4.656
H 0.778 -2.504 1.238
H -3.716 1.753 8.565
H -2.152 -0.142 1.343
H -2.289 5.485 -0.968
H 3.996 3.155 5.351
H -1.449 -6.171 -7.474
H -4.078 6.494 3.716
H 1.226 -5.101 -6.255
H 1.541 3.667 -6.522
H 2.050 -2.053 -8.162
H -0.880 -5.757 4.704
H -8.731 -2.135 -2.919
H 8.140 2.487 -2.970
H -3.170 9.707 5.749
H -5.133 2.254 6.829
H -1.671 -0.832 8.822
H -1.690 8.908 5.070
H 0.879 5.179 4.028
H 7.796 -4.259 -4.315
H -2.211 -1.073 -0.928
H -3.172 -7.030 -2.705
H 1.391 2.596 -5.019
H 4.255 -9.060 -4.238
H -2.845 -2.207 9.160
H -0.854 7.359 6.724
H 5.601 0.419 -7.542
H -1.815 2.112 5.719
H -0.744 -5.681 -1.457
H 3.653 -7.529 -5.012
H -2.876 0.900 0.162
H 1.401 1.816 6.182
H 0.330 -9.664 3.287
H -1.282 2.339 1.351
H 7.493 -5.711 -7.679
H 5.820 -3.353 -5.272
H -6.171 1.464 -3.275
H 4.148 4.604 9.007
H 2.575 2.397 -8.528
H -2.426 7.965 -1.440
H 1.479 -1.152 -1.768
H -6.309 6.207 7.986
H -1.352 -2.388 8.301
H -1.931 7.002 7.994
H 3.050 3.626 10.017
H -4.956 -2.077 -1.263
H 0.345 3.863 5.174
H 1.577 8.798 2.902
H -0.176 0.144 5.313
H -7.462 -1.856 -4.876
H -0.640 0.375 6.961
H 3.723 0.968 -9.481
H 8.625 -5.719 -4.804
H -3.630 -5.169 3.908
H -3.449 -4.874 2.180
H -5.520 5.118 6.024
H 5.840 3.913 -5.210
H -3.472 -5.005 -3.884
*
```

For the HOMO-LUMO gap, the calculation gives 0.2932 hartree. The SMILES is CC1(C)CCCC(C)(C)N1O.CC1(C)CCCC(C)(C)N1O.CC1(C)CCCC(C)(C)N1O.CC1(C)CCCC(C)(C)N1O.CC1(C)CCCC(C)(C)N1O.CC1(C)CCCC(C)(C)N1O.CC1(C)CCCC(C)(C)N1O.CC1(C)CCCC(C)(C)N1O.CC1(C)CCCC(C)(C)N1O.CC1(C)CCCC(C)(C)N1O.CC1(C)CCCC(C)(C)N1O. Its highest occupied orbital energy is -7.7 eV. Its LUMO energy is 0.2 eV.

=====

Most stable structure: *a*